1.
Formula: C22H65NO10
Source: the Open Molecules 2025 dataset
Level of theory: ωB97M-V/def2-TZVPD

## Properties
LUMO energy: 0.36 eV
ΔE to the lowest compared entry with this formula, charge and spin: 0.00 kJ/mol
electronic energy: -1684.2513 Eh
HOMO level: -9.5160 eV
orbital gap: 9.875 eV

Geometry (Å):
C 15.0377 9.3010 -6.9739
O 13.7103 8.9473 -7.2818
C 13.1106 8.1261 -6.3157
C 11.8122 7.5579 -6.8869
C 10.6987 8.5802 -6.9640
N 11.3689 6.3840 -6.1422
H 15.6449 8.4187 -6.7285
H 15.0919 10.0171 -6.1456
H 15.5005 9.7526 -7.8505
H 13.7669 7.3013 -5.9949
H 12.9063 8.6661 -5.3707
H 12.0756 7.2173 -7.8922
H 10.5077 9.0616 -5.9997
H 9.7657 8.1076 -7.2746
H 10.9431 9.3629 -7.6832
H 11.2410 6.5961 -5.1537
H 12.1148 5.6957 -6.0812
C 6.6007 2.5341 -3.9166
C 6.1681 2.8932 -5.3197
O 7.2898 3.0060 -6.1905
H 5.8821 1.9489 -3.3402
H 6.8052 3.4347 -3.3323
H 7.5307 1.9672 -3.9818
H 5.6490 3.8652 -5.3146
H 5.3908 2.2490 -5.7330
H 7.6508 3.8951 -6.0657
C 10.2026 3.5985 -8.0885
C 9.8226 2.1544 -8.3663
O 10.9857 1.3252 -8.5600
H 10.7228 4.0254 -8.9578
H 10.9231 3.7113 -7.2824
H 9.2796 4.1574 -7.9384
H 9.1115 2.1668 -9.1938
H 9.3530 1.7642 -7.4636
H 11.4412 1.7101 -9.3148
C 8.0040 7.8494 0.4189
C 7.6537 7.8309 1.8761
O 7.0946 9.1039 2.2503
H 8.6377 8.7146 0.2067
H 7.1228 7.9671 -0.2180
H 8.5920 7.0103 0.0454
H 8.5455 7.7576 2.5014
H 6.9754 7.0277 2.1688
H 6.1391 9.0713 2.1560
C 8.9838 7.4151 -3.8652
C 8.6545 5.9500 -4.1007
O 8.6849 5.6231 -5.5039
H 8.4015 8.0644 -4.5174
H 10.0447 7.6263 -3.9849
H 8.6564 7.6845 -2.8531
H 7.6685 5.6826 -3.7300
H 9.4196 5.3050 -3.6467
H 9.6055 5.6984 -5.8207
C 11.2529 7.2983 -0.7967
C 11.2136 5.9096 -0.2214
O 11.8707 4.9855 -1.1058
H 10.8747 8.0029 -0.0611
H 10.6889 7.4150 -1.7220
H 12.2791 7.5569 -1.0732
H 10.1972 5.5235 -0.0897
H 11.6835 5.9078 0.7680
H 11.7600 4.0869 -0.7820
C 5.6014 8.4812 -2.3586
C 4.8191 8.9317 -3.5823
O 5.6151 8.8141 -4.7598
H 6.1776 7.5665 -2.4735
H 4.9609 8.3865 -1.4762
H 6.2926 9.2936 -2.0990
H 4.3801 9.9262 -3.4699
H 3.9737 8.2423 -3.6946
H 6.4832 9.1336 -4.4797
C 9.2021 12.1071 -2.0308
C 8.9785 10.7185 -2.5434
O 7.9477 10.6921 -3.5573
H 8.3427 12.4536 -1.4539
H 9.4020 12.8791 -2.7735
H 10.0427 12.1042 -1.3249
H 8.4835 10.1100 -1.7851
H 9.8876 10.2085 -2.8660
H 8.2928 11.1056 -4.3560
C 14.6747 4.1787 -4.4188
C 14.1547 5.3786 -3.6459
O 12.7415 5.4950 -3.7573
H 15.6850 4.3306 -4.8079
H 14.0830 4.0493 -5.3338
H 14.6061 3.2449 -3.8673
H 14.6309 6.3149 -3.9493
H 14.4414 5.2546 -2.5939
H 12.3825 5.2442 -2.8941
C 10.8906 2.2886 -3.3268
C 10.8705 2.6823 -4.7901
O 11.7955 1.8691 -5.5149
H 10.1652 2.9197 -2.8035
H 11.8870 2.4140 -2.8957
H 10.6155 1.2449 -3.1618
H 11.2142 3.7218 -4.8588
H 9.8487 2.6307 -5.1781
H 11.5121 1.8244 -6.4371



2.
Formula: C26H34N4SSb2Se5Si2W
Source: the Open Molecules 2025 dataset
Level of theory: ωB97M-V/def2-TZVPD

## Properties
LUMO energy (spin up / spin down): 3.52 / 3.52 eV
ΔE to the lowest compared entry with this formula, charge and spin: 177.17 kJ/mol
electronic energy: -14762.3011 Eh
HOMO level (spin up / spin down): -1.9199 / -1.9199 eV
charge: -2
orbital gap (spin up / spin down): 5.442 / 5.443 eV

Geometry (Å):
W 1.6186 -0.3778 -0.9778
N 0.3053 1.8896 2.6709
C -1.0358 2.1364 2.6938
C -1.6260 2.7813 3.7902
C -2.9907 2.9877 3.8422
C -3.8163 2.5372 2.8164
C -3.2445 1.8820 1.7365
C -1.8715 1.6988 1.6543
S -1.1831 0.9869 0.2053
N 0.2694 0.2445 0.8642
C 1.0104 1.1727 1.6824
C 2.3515 1.2202 1.5461
C 3.2462 2.0139 2.3603
C 4.5822 1.8743 2.2261
C 5.1226 0.9572 1.2759
C 4.2492 0.2769 0.4850
N 2.9049 0.3926 0.5710
H 0.8431 2.2220 3.4523
H -0.9901 3.1186 4.6021
H -3.4169 3.4958 4.6989
H -4.8875 2.6810 2.8639
H -3.8666 1.5012 0.9340
H 2.8387 2.7347 3.0568
H 5.2476 2.4716 2.8388
H 6.1861 0.8150 1.1590
H 4.5988 -0.4095 -0.2755
C 1.4590 -1.6414 2.8444
Si -0.0656 -1.3257 1.8151
C -1.4738 -1.0083 3.0236
C -0.6563 -2.8306 0.8534
C -0.7774 -3.9385 1.6989
C -1.1461 -5.1856 1.2172
C -1.4583 -5.3276 -0.1226
C -1.3644 -4.2307 -0.9683
C -0.9321 -2.9818 -0.5180
Si -0.5588 -1.6542 -1.8306
C -0.1020 -2.5783 -3.4181
C -2.2595 -0.9218 -2.3034
H 1.3952 -1.0754 3.7779
H 2.3837 -1.3754 2.3362
H 1.5266 -2.7074 3.0838
H -1.5511 -1.9208 3.6227
H -2.4335 -0.8601 2.5282
H -1.2916 -0.1789 3.7073
H -0.5176 -3.8594 2.7497
H -1.1432 -6.0408 1.8805
H -1.7232 -6.2995 -0.5211
H -1.5746 -4.3731 -2.0223
H -0.9361 -3.1985 -3.7611
H 0.7781 -3.2072 -3.2786
H 0.1181 -1.8414 -4.1927
H -3.0223 -1.6268 -1.9573
H -2.3275 -0.8533 -3.3916
H -2.4927 0.0557 -1.8910
Se 2.7358 -7.1321 -0.4211
Sb 3.6332 -5.5409 1.1342
Se 2.1951 -2.5225 -0.4805
Se 2.4616 -0.1740 -3.1035
Se 2.5192 -5.7194 3.2652
C -1.5089 3.6452 -2.6356
Sb -0.7410 2.0586 -3.8673
C 0.8668 3.2217 -4.7076
C -2.1781 2.5262 -5.4239
H -1.5164 4.5787 -3.2004
H -0.8959 3.7690 -1.7456
H -2.5284 3.3974 -2.3333
H 0.5011 3.8471 -5.5234
H 1.6549 2.5606 -5.0646
H 1.2769 3.8546 -3.9192
H -2.2014 3.6025 -5.6028
H -3.1678 2.1940 -5.1067
H -1.9231 2.0126 -6.3519
Se 1.6817 4.6949 -0.5725
C 1.4807 2.9720 -0.9235
N 1.3555 1.8357 -1.1514



3.
Formula: C27H32N2O3PdSb2
Source: the Open Molecules 2025 dataset
Level of theory: ωB97M-V/def2-TZVPD

## Properties
LUMO energy: 4.79 eV
ΔE to the lowest compared entry with this formula, charge and spin: 64.56 kJ/mol
electronic energy: -1991.5770 Eh
HOMO level: -0.7972 eV
charge: -2
orbital gap: 5.587 eV

Geometry (Å):
Pd 0.0153 -0.2593 0.1115
C -3.3559 2.4422 2.4841
O -3.5455 2.8260 1.1306
C -3.7055 1.8352 0.1649
C -4.6197 2.1372 -0.8185
C -4.8592 1.2501 -1.8706
C -4.1511 0.0680 -1.9163
C -3.1964 -0.2733 -0.9513
C -2.4163 -1.4748 -1.1794
N -1.5209 -1.9689 -0.3991
N -1.0723 -3.2171 -0.7252
C 0.2040 -3.4892 -0.6046
O 1.1737 -2.7009 -0.4393
C 0.4764 -4.9662 -0.6896
C -0.1440 -5.7535 -1.6604
C 0.0965 -7.1167 -1.7324
C 0.9511 -7.7271 -0.8220
C 1.5788 -6.9502 0.1431
C 1.3559 -5.5821 0.1955
C -2.9482 0.6092 0.1655
O -2.1119 0.3446 1.0913
H -3.6093 3.3235 3.0831
H -4.0230 1.6211 2.7607
H -2.3345 2.1344 2.6910
H -5.1366 3.0895 -0.7618
H -5.5907 1.4935 -2.6328
H -4.3221 -0.6281 -2.7338
H -2.6359 -2.0113 -2.1124
H -0.8201 -5.2708 -2.3532
H -0.3863 -7.7117 -2.5005
H 1.1315 -8.7953 -0.8716
H 2.2408 -7.4223 0.8609
H 1.8660 -4.9714 0.9315
C 3.6538 -0.1448 3.1378
Sb 2.3121 -0.4299 1.3780
C 0.9126 -1.5455 2.6131
C 1.2541 1.4876 1.9752
C 1.8364 2.7068 1.3816
C 2.9310 3.3090 2.0138
C 3.5477 4.4408 1.5085
C 3.0668 5.0108 0.3380
C 1.9763 4.4374 -0.2954
C 1.3441 3.2865 0.1875
C 0.1877 2.7338 -0.5581
Sb 0.6927 1.0264 -1.9477
C 2.1107 2.4016 -2.9197
C -0.9493 1.6346 -3.2423
H 3.1331 0.2387 4.0203
H 4.4666 0.5381 2.8761
H 4.0940 -1.1168 3.3821
H 0.8683 -1.1035 3.6102
H 1.1783 -2.6014 2.6692
H -0.0685 -1.4723 2.1350
H 1.3352 1.4814 3.0633
H 0.2049 1.3268 1.7056
H 3.2939 2.8620 2.9339
H 4.3972 4.8758 2.0239
H 3.5335 5.9008 -0.0699
H 1.5860 4.8966 -1.1974
H -0.2388 3.4792 -1.2330
H -0.6008 2.3543 0.0906
H 1.6122 3.3477 -3.1422
H 2.4784 1.9632 -3.8500
H 2.9543 2.5876 -2.2543
H -0.7843 2.6544 -3.5970
H -1.8785 1.5819 -2.6739
H -1.0264 0.9663 -4.1020



4.
Formula: C6H13N
Source: the Open Molecules 2025 dataset
Level of theory: ωB97M-V/def2-TZVPD

## Properties
<S²>: 0.75
LUMO energy (spin up / spin down): 4.09 / 3.98 eV
ΔE to the lowest compared entry with this formula, charge and spin: 149.62 kJ/mol
electronic energy: -291.0473 Eh
HOMO level (spin up / spin down): 1.4224 / -3.8981 eV
charge: -1
multiplicity: 2
orbital gap (spin up / spin down): 2.668 / 7.880 eV

Geometry (Å):
C 1.4472 1.8344 -1.0733
C 1.6099 0.2851 -1.3149
C 0.3046 -0.6498 -1.2752
N -1.6487 0.7231 0.7012
C -0.9088 -0.4864 0.9408
C 0.0949 -0.9213 0.1700
C -1.3285 -1.3482 2.1497
H 0.5628 2.1241 -1.6401
H 1.1093 2.0606 0.0456
H 2.3090 2.4136 -1.2291
H 2.0464 0.1425 -2.2646
H 2.2934 -0.0725 -0.5282
H 0.1877 -1.5031 -1.8582
H -0.4943 -0.0343 -1.7773
H -2.4138 0.7655 1.2794
H -1.7696 1.0143 -0.2736
H 0.8734 -1.5388 0.6676
H -0.7043 -2.2745 2.0312
H -2.4300 -1.6450 2.0829
H -1.1405 -0.8894 3.1661



5.
Formula: C45H62BF7N2O2Sb2Si3Y
Source: the Open Molecules 2025 dataset
Level of theory: ωB97M-V/def2-TZVPD

## Properties
LUMO energy: -2.53 eV
ΔE to the lowest compared entry with this formula, charge and spin: 29.40 kJ/mol
electronic energy: -4123.3558 Eh
HOMO level: -10.6570 eV
charge: +1
orbital gap: 8.130 eV

Geometry (Å):
Y 0.2913 0.4487 0.2628
C -1.9203 -0.4755 3.0963
C -0.9291 -1.3892 2.3976
C -1.4060 -2.4902 1.6538
C -2.8667 -2.5574 1.2699
C -0.5471 -3.5598 1.3911
C -1.0636 -4.8837 0.8809
C 0.8177 -3.4690 1.7176
C 1.7328 -4.6283 1.4143
C 1.3161 -2.3393 2.3677
C 2.7638 -2.2990 2.7853
C 0.4352 -1.3036 2.7291
C 0.9205 -0.1933 3.6380
H -1.8684 0.5719 2.7930
H -1.7300 -0.4922 4.1702
H -2.9438 -0.8096 2.9461
H -3.4776 -3.0225 2.0483
H -3.0133 -3.1335 0.3592
H -3.2755 -1.5661 1.0834
H -0.6406 -5.1575 -0.0854
H -2.1461 -4.9097 0.7939
H -0.7763 -5.6705 1.5817
H 1.7508 -5.3351 2.2500
H 2.7552 -4.3021 1.2381
H 1.4091 -5.1795 0.5344
H 3.4166 -2.0737 1.9401
H 3.0745 -3.2633 3.1849
H 2.9526 -1.5556 3.5535
H 1.1107 -0.5891 4.6399
H 0.1894 0.6060 3.7361
H 1.8471 0.2579 3.2841
O -0.7096 2.0981 -0.8891
N -1.3920 1.8798 -1.9505
N -1.5870 0.6487 -2.1544
O -1.1055 -0.2597 -1.3232
C -2.2976 0.2235 -3.3277
C -2.2538 1.0054 -4.4733
C -2.9240 0.5572 -5.5990
C -3.6088 -0.6523 -5.5765
C -3.6354 -1.4164 -4.4197
C -2.9798 -0.9777 -3.2795
H -1.6950 1.9300 -4.4851
H -2.8993 1.1494 -6.5038
H -4.1181 -0.9977 -6.4659
H -4.1676 -2.3582 -4.4018
H -2.9812 -1.5530 -2.3651
F 6.4841 -5.6529 -0.9048
C 5.3839 -4.9099 -1.0929
C 4.2815 -5.4922 -1.6892
C 3.1466 -4.7184 -1.8839
C 3.1135 -3.3857 -1.4818
C 4.2445 -2.8370 -0.8748
C 5.3914 -3.5916 -0.6797
Sb 1.4018 -2.1455 -1.6656
C 1.9690 -0.9628 -3.3391
C 1.0065 -0.5987 -4.2770
C 1.3137 0.2671 -5.3164
C 2.6021 0.7589 -5.3994
F 2.9099 1.5979 -6.4015
C 3.5857 0.4125 -4.4924
C 3.2575 -0.4498 -3.4576
C 0.0729 -3.4236 -2.7066
C -1.1809 -3.7082 -2.1818
C -2.0804 -4.5149 -2.8651
C -1.7050 -5.0123 -4.0971
F -2.5718 -5.7799 -4.7742
C -0.4716 -4.7410 -4.6621
C 0.4155 -3.9443 -3.9556
H 4.3256 -6.5294 -1.9925
H 2.2792 -5.1732 -2.3465
H 4.2450 -1.8027 -0.5435
H 6.2787 -3.1788 -0.2193
H 0.0047 -1.0106 -4.2183
H 0.5800 0.5519 -6.0592
H 4.5835 0.8145 -4.6040
H 4.0291 -0.7245 -2.7480
H -1.4713 -3.2878 -1.2259
H -3.0572 -4.7564 -2.4658
H -0.2241 -5.1491 -5.6326
H 1.3802 -3.7193 -4.3964
C -1.3192 2.4133 5.5912
Si -0.2713 3.5631 4.5502
C 1.5323 3.3169 4.9720
C -0.7962 5.3329 4.8366
Sb -0.5273 3.0395 2.0486
Si 0.5538 5.1298 0.9867
C 0.9173 4.8049 -0.8115
C -0.5818 6.6028 1.1579
C 2.1390 5.4295 1.9243
Si -3.0399 3.0939 1.4669
C -3.4912 1.5127 0.5423
C -3.4377 4.5516 0.3723
C -4.0314 3.1575 3.0504
H -1.2712 2.7609 6.6276
H -0.9517 1.3861 5.5743
H -2.3672 2.4125 5.2930
H 1.6952 3.5385 6.0305
H 2.1838 3.9683 4.3897
H 1.8477 2.2866 4.7978
H -0.7270 5.5744 5.9005
H -1.8293 5.4990 4.5234
H -0.1636 6.0365 4.2939
H 0.0153 4.6194 -1.3940
H 1.5895 3.9565 -0.9427
H 1.4122 5.6940 -1.2149
H -1.4038 6.5615 0.4433
H -0.0096 7.5119 0.9505
H -1.0005 6.6987 2.1603
H 2.7790 4.5467 1.9336
H 1.9594 5.7449 2.9533
H 2.6876 6.2338 1.4257
H -3.4711 1.6843 -0.5336
H -4.5089 1.2131 0.8078
H -2.8396 0.6642 0.7695
H -2.7748 4.5904 -0.4947
H -3.3637 5.4968 0.9108
H -4.4631 4.4540 0.0042
H -3.9111 2.2400 3.6307
H -5.0951 3.2587 2.8176
H -3.7482 4.0003 3.6837
F 2.9622 2.2910 0.8276
B 3.0507 1.1943 0.0253
F 4.2398 0.8657 -0.4913
F 2.4876 0.0549 0.8146
F 1.9950 1.2977 -0.9968



6.
Formula: C27H29BF6O3S
Source: the Open Molecules 2025 dataset
Level of theory: ωB97M-V/def2-TZVPD

## Properties
LUMO energy: -3.80 eV
ΔE to the lowest compared entry with this formula, charge and spin: 0.00 kJ/mol
electronic energy: -2294.2106 Eh
HOMO level: -6.5637 eV
orbital gap: 2.764 eV

Geometry (Å):
C -1.5420 -2.9591 -1.1113
O -1.0115 -1.6601 -1.2529
C -1.5682 -0.7502 -0.4169
C -1.1930 0.6016 -0.4400
C -1.7275 1.5727 0.4416
C -1.3160 2.8816 0.3696
C -0.3713 3.2663 -0.5736
C 0.1653 2.3321 -1.4510
C -0.2364 1.0222 -1.3863
H -1.0652 -3.6184 -1.8391
H -1.3408 -3.3331 -0.1082
H -2.6155 -2.9414 -1.2975
H -2.3158 -1.0848 0.2839
H -2.4585 1.2759 1.1722
H -1.7243 3.6158 1.0479
H -0.0525 4.2945 -0.6239
H 0.8975 2.6363 -2.1819
H 0.1671 0.2868 -2.0596
C 7.3673 -4.6551 6.3934
C 6.2196 -3.8526 5.9312
C 5.5199 -2.9432 6.6489
C 4.4560 -2.3308 5.9200
C 4.3444 -2.7770 4.6559
B 3.2717 -2.3407 3.5524
C 3.8846 -1.1513 2.6690
C 4.6190 -1.4153 1.5402
C 5.1499 -0.3806 0.7981
C 5.9435 -0.6820 -0.4548
F 6.8167 0.3205 -0.6751
F 6.6002 -1.8437 -0.2718
F 5.0817 -0.7868 -1.4848
C 4.9340 0.9236 1.1885
C 4.1959 1.1890 2.3218
C 3.9386 2.6119 2.7677
F 2.6063 2.8091 2.7884
F 4.4536 2.7639 4.0030
F 4.5255 3.4641 1.9046
C 3.6771 0.1471 3.0605
O 2.9629 -3.5177 2.6768
C 1.6446 -3.9164 3.0587
C 0.9348 -4.5742 1.8755
C 1.7662 -4.9156 4.2125
C 0.9650 -2.5547 3.5353
C 0.5586 -1.6896 2.3395
C -0.2307 -2.7637 4.4647
O 2.0151 -1.8722 4.2260
S 5.5645 -3.9567 4.3248
H 7.6209 -4.4254 7.4279
H 7.1451 -5.7207 6.3295
H 8.2456 -4.4561 5.7792
H 5.7501 -2.7041 7.6765
H 3.7889 -1.5887 6.3343
H 4.7904 -2.4298 1.2279
H 5.3518 1.7360 0.6154
H 3.0961 0.3606 3.9392
H -0.0910 -4.8332 2.1315
H 0.9338 -3.9184 1.0084
H 1.4576 -5.4852 1.5905
H 0.7919 -5.2802 4.5282
H 2.3603 -5.7725 3.9035
H 2.2612 -4.4578 5.0657
H -0.2619 -2.1334 1.7821
H 0.2433 -0.7060 2.6801
H 1.4017 -1.5533 1.6664
H -1.0199 -3.3215 3.9641
H 0.0628 -3.2985 5.3645
H -0.6338 -1.8021 4.7760